1.
Computed, not measured: C2H7N5S as an isolated structure, with the ωB97M-V functional and the def2-TZVPD basis.

Each line ends with the Mulliken charge.
Element x y z (Å)
C: -1.183 0.687 -0.036  -0.251
C: 1.066 0.467 -0.942  0.589
H: -2.200 -0.427 3.042  0.281
H: -0.392 -0.006 2.663  0.271
H: -2.071 1.092 -0.835  0.219
H: -0.552 -2.191 0.637  0.188
H: 3.034 -0.232 -1.880  0.240
H: 1.829 -1.504 -1.225  0.185
H: 0.624 2.361 -0.672  0.256
N: -1.375 -0.148 2.068  -0.558
N: -1.707 0.643 1.108  -0.109
N: -0.178 -0.137 -0.506  0.066
N: 2.079 -0.460 -1.538  -0.421
N: 1.278 1.727 -1.121  -0.676
S: -0.254 -1.871 -0.763  -0.279

The calculation puts the HOMO-LUMO gap at 9.0 eV.

---

2.
Computed, not measured: one molecule with the formula C4H7NO, with the ωB97M-V functional and the def2-TZVPD basis.

Each line ends with the Mulliken charge.
Element x y z (Å)
C: 0.301 1.285 -0.997  -0.908
N: 0.087 -0.107 -0.654  -0.103
C: 0.953 -0.785 0.328  -0.466
C: -0.316 -1.112 1.133  0.468
O: -0.512 -1.558 2.228  -0.541
C: -1.157 -0.362 0.115  -0.456
H: -0.497 1.645 -1.666  0.300
H: 0.304 1.939 -0.107  0.377
H: 1.252 1.383 -1.521  0.307
H: 1.504 -1.649 -0.068  0.257
H: 1.626 -0.247 1.023  0.258
H: -1.623 0.522 0.586  0.259
H: -1.922 -0.955 -0.399  0.247

The calculation puts the HOMO-LUMO gap at 10.1 eV. Its SMILES is CN1CC(=O)C1.

---

DFT total energy / hartree: -752.177736, -286.553865
Maximum force / eV Å⁻¹: 8.8, 1.1
Energy relative to the best compared isomer or geometry (same formula, charge and spin) / kJ/mol: 389.2, 204.2